ORCA calculation (ωB97M-V/def2-TZVPD) on a structure of composition C20H30BF3O2S2.

Output
max |F| = 5.67 eV Å⁻¹
orbital gap = 6.58 eV
E_HOMO = -0.244 Ha

Geometry as XYZ:
```
58
C20H30BF3O2S2, DFT ωB97M-V/def2-TZVPD
C -3.21727 3.22300 -1.44973
C -2.12805 2.83313 -0.49573
C -1.14714 4.03334 -0.47993
C -2.55583 2.34654 0.95374
C -2.65403 3.43341 2.00536
C -3.85545 1.58640 0.95348
O -1.49400 1.40019 1.32417
B -0.73054 1.46510 0.17065
C 0.78369 1.42662 0.20756
C 1.48184 1.64411 1.40943
C 2.80696 1.96633 1.48585
C 3.51106 2.12397 0.28247
C 4.97009 2.51925 0.38455
F 5.67297 2.32284 -0.79824
F 5.14888 3.84298 0.67121
F 5.66770 1.83685 1.31351
C 2.89966 1.99095 -0.93805
C 1.55843 1.66612 -0.97957
C -0.67125 -1.95358 -0.08536
C -0.08734 -1.61461 1.31426
C -0.14983 -1.33382 -1.44448
O -1.43615 1.65907 -1.00760
H -3.78760 4.09610 -1.10701
H -2.79676 3.49983 -2.41341
H -3.93370 2.43481 -1.64296
H -1.63631 4.97787 -0.22330
H -0.30618 3.88386 0.19698
H -0.73375 4.13813 -1.48402
H -3.41838 4.19830 1.77549
H -2.93388 3.00265 2.97368
H -1.70832 3.96010 2.16228
H -4.74192 2.22508 0.79499
H -3.86145 0.80113 0.18613
H -3.98887 1.08872 1.92010
H 0.96039 1.52915 2.35695
H 3.34714 2.10508 2.42923
H 3.48791 2.13582 -1.85149
H 1.10605 1.57118 -1.94061
H -1.82489 -1.64262 -0.02447
H -0.82301 -0.95757 1.91541
H 0.10740 -2.55312 1.96246
H 0.88635 -1.03067 1.28515
H -0.85864 -0.49612 -1.87305
H 0.83164 -0.75266 -1.32132
H 0.00462 -2.15632 -2.27468
C 1.69690 -6.50053 -1.11746
C 2.06936 -5.63767 0.07972
S 1.43993 -3.92005 0.03158
C -0.17662 -3.96870 -0.42643
S -0.62544 -4.98379 -1.66118
C 0.19043 -6.58725 -1.32598
H 2.22063 -6.17917 -2.03281
H 2.01485 -7.50831 -0.84489
H 1.64554 -6.03565 1.01814
H 3.16991 -5.48190 0.15250
H -1.01696 -3.53722 0.18395
H -0.06480 -7.17045 -2.23965
H -0.31598 -6.96624 -0.41754
```

---

ORCA calculation (ωB97M-V/def2-TZVPD) on a structure of composition C20H30BeBrN5O2S.

Output
total charge = +2
max |F| = 3.88 eV Å⁻¹
orbital gap = 8.59 eV
E_HOMO = -0.558 Ha

Geometry as XYZ:
```
60
C20H30BeBrN5O2S, DFT ωB97M-V/def2-TZVPD
Be -10.32267 -13.44754 -13.49549
O -14.95678 -13.71825 -17.07274
C -13.87322 -13.71150 -16.23043
C -13.96019 -13.50410 -14.84702
C -12.82523 -13.49890 -14.07951
N -11.58400 -13.77636 -14.62434
C -11.57091 -14.04870 -15.93840
Br -9.93250 -14.42262 -16.84302
C -12.64031 -13.96817 -16.79431
H -15.79370 -13.64521 -16.58985
H -14.90880 -13.32845 -14.35048
H -12.95238 -13.31148 -12.99941
H -12.50648 -14.17770 -17.85074
C -4.44880 -9.52852 -13.43322
C -4.33191 -11.02213 -13.70783
C -4.81706 -11.44458 -15.12838
C -6.28829 -11.17251 -15.42349
N -7.22764 -12.06244 -14.71957
C -7.33741 -13.38409 -14.79632
S -8.42958 -14.14590 -13.61039
N -6.67659 -14.05871 -15.74363
C -6.64653 -15.53026 -15.85649
C -5.42936 -16.15652 -15.19147
C -4.10101 -15.73624 -15.81446
C -3.93663 -16.05855 -17.31225
H -3.87343 -9.18565 -12.55464
H -5.49321 -9.20311 -13.29032
H -4.11414 -8.94414 -14.29508
H -4.88257 -11.61135 -12.95541
H -3.28958 -11.32836 -13.59061
H -4.59611 -12.52662 -15.26150
H -4.23771 -10.90089 -15.88183
H -6.51290 -11.26524 -16.48771
H -6.55414 -10.12708 -15.14690
H -7.82610 -11.62618 -14.04709
H -6.22448 -13.48114 -16.47094
H -6.65833 -15.70484 -16.95428
H -7.60540 -15.92357 -15.48962
H -5.59451 -17.24562 -15.27484
H -5.44117 -15.88440 -14.12554
H -3.33825 -16.32988 -15.25142
H -3.88961 -14.70307 -15.59428
H -3.93342 -17.14502 -17.50987
H -2.99701 -15.59048 -17.65790
H -4.73151 -15.64291 -17.93565
N -11.40975 -12.13099 -7.00812
C -11.56071 -11.25489 -8.07903
O -12.01412 -10.10664 -7.93096
C -11.23788 -11.82088 -9.38538
C -10.90671 -13.17563 -9.57793
C -10.54024 -13.61830 -10.85489
N -10.66745 -12.84998 -11.96702
C -11.01246 -11.54207 -11.77598
C -11.24352 -10.98279 -10.52551
H -11.54138 -11.73173 -6.08673
H -10.74492 -12.85224 -7.04947
H -10.89921 -13.92729 -8.76420
H -10.19261 -14.62216 -10.99933
H -11.14299 -10.91743 -12.67110
H -11.44829 -9.92427 -10.40545
```

---

no.,E (eV)
1,-55819.14473
2,-114041.13484